No. 1
{
  "formula": "C10H9NO3P",
  "method": "wB97M-V/def2-TZVPD",
  "species": ["C", "C", "C", "C", "C", "C", "C", "C", "C", "C", "N", "O", "O", "O", "P", "H", "H", "H", "H", "H", "H", "H", "H", "H"],
  "positions_angstrom": [[2.23980, -0.84417, 0.38619], [1.46734, -1.76876, 1.05570], [1.89107, 0.51229, 0.32393], [0.19733, 0.33164, -2.50660], [-0.57273, 1.47521, -2.26812], [0.25727, -1.38060, 1.61726], [0.73738, 0.95840, 0.96175], [-0.28324, -0.66923, -1.70960], [-1.63108, 1.05210, -1.51262], [-0.04312, -0.00676, 1.61584], [-1.44734, -0.25960, -1.08580], [-2.20339, 1.78847, 2.11461], [-2.33915, -0.42719, 3.36892], [-2.09578, -0.92089, -0.21071], [-1.72602, 0.41401, 2.33282], [3.30482, -1.23256, 0.05772], [1.76774, -2.81291, 1.20994], [2.59153, 1.33446, -0.17385], [1.10050, 0.24433, -3.09670], [-0.45858, 2.41289, -2.72966], [-0.56327, -2.09104, 2.04185], [0.31000, 1.96994, 0.87427], [-0.04292, -1.71433, -1.61541], [-2.45818, 1.63431, -1.05173]],
  "forces_ev_per_angstrom": [[3.05, -0.19, -0.03], [-0.78, -0.83, 0.57], [1.59, 1.70, -0.69], [1.44, 0.01, -0.05], [-0.32, -0.95, -0.74], [-1.53, 0.07, 0.74], [-0.96, -0.48, 0.01], [-1.47, -1.19, 0.35], [-1.81, 0.28, 2.53], [-1.57, -0.39, 0.39], [2.72, 2.55, -2.85], [0.62, -0.18, -0.54], [0.69, -0.76, -0.46], [-1.74, -0.88, 2.25], [0.32, 0.55, -0.74], [-2.32, 1.10, 0.27], [0.07, 0.45, -0.50], [-1.60, -2.16, 0.92], [-0.08, 0.11, -0.03], [0.03, 0.99, -0.40], [1.97, 1.22, -0.71], [0.64, -0.47, 0.11], [0.33, -0.01, 0.04], [0.74, -0.56, -0.45]],
  "nbo_charge": [-0.20, -0.25, -0.21, -0.36, -0.36, -0.16, -0.20, -0.14, -0.14, -0.41, 0.01, -1.06, -1.05, -0.68, 2.25, 0.21, 0.21, 0.22, 0.19, 0.20, 0.25, 0.25, 0.20, 0.20],
  "e_above_lowest_kcal_mol": 42.9,
  "total_charge": -1
}


No. 2
{
  "formula": "C41H49FN7O5ReSi2",
  "method": "wB97M-V/def2-TZVPD",
  "species": ["Re", "O", "C", "N", "C", "C", "C", "C", "C", "C", "N", "C", "O", "C", "C", "C", "C", "C", "N", "C", "C", "C", "C", "C", "N", "H", "H", "H", "H", "H", "H", "H", "H", "H", "H", "H", "H", "C", "C", "N", "C", "C", "C", "O", "O", "C", "O", "C", "C", "C", "F", "C", "C", "C", "N", "C", "C", "N", "C", "C", "H", "H", "H", "H", "H", "H", "H", "H", "H", "H", "H", "H", "H", "H", "H", "H", "H", "H", "C", "Si", "C", "C", "C", "Si", "C", "C", "C", "H", "H", "H", "H", "H", "H", "H", "H", "H", "H", "H", "H", "H", "H", "H", "H", "H", "H", "H"],
  "positions_angstrom": [[-0.37420, -1.93143, -0.01737], [-1.89303, 0.54452, 2.92022], [-1.65790, -0.16494, 1.95183], [-0.68976, -1.09744, 1.79164], [0.38615, -1.16719, 2.72389], [0.35916, -0.71347, 4.03776], [1.48341, -0.88011, 4.83864], [2.61824, -1.49638, 4.34067], [2.64934, -1.98208, 3.04186], [1.52852, -1.83231, 2.22887], [1.36883, -2.38948, 0.94937], [2.36359, -2.99929, 0.26984], [3.56230, -3.03242, 0.50000], [1.76460, -3.78390, -0.85891], [2.54263, -4.56253, -1.69204], [1.91228, -5.32946, -2.65768], [0.52777, -5.30717, -2.72197], [-0.17214, -4.49093, -1.85088], [0.42709, -3.72791, -0.94180], [-2.43845, 0.07665, 0.69073], [-3.49697, 0.96679, 0.68450], [-4.12729, 1.24070, -0.51716], [-3.66237, 0.62742, -1.66889], [-2.60056, -0.25545, -1.58306], [-2.00458, -0.53995, -0.42076], [-0.52457, -0.24334, 4.42769], [1.46114, -0.52705, 5.86121], [3.48892, -1.62037, 4.97160], [3.52387, -2.47859, 2.65931], [3.61376, -4.54939, -1.54956], [2.48637, -5.94291, -3.33885], [-0.01747, -5.90345, -3.43896], [-1.24971, -4.46320, -1.87852], [-3.78670, 1.41699, 1.62260], [-4.96755, 1.92076, -0.55605], [-4.11958, 0.81028, -2.63098], [-2.22029, -0.76354, -2.45534], [2.59930, 4.32795, -4.13647], [1.16101, 4.13888, -3.68135], [1.02831, 3.09907, -2.65781], [0.67674, 1.85192, -3.04567], [0.57189, 0.77743, -2.22020], [0.19546, -0.55402, -2.83192], [0.11881, -0.63889, -4.04709], [-0.05762, -1.52207, -2.02489], [0.87889, 0.94209, -0.83107], [0.84207, 0.04087, 0.01767], [1.27963, 2.28573, -0.41211], [1.59822, 2.49874, 0.93059], [1.99840, 3.73948, 1.33731], [2.36139, 3.92226, 2.62161], [2.07064, 4.82362, 0.44977], [1.74199, 4.61070, -0.87867], [1.35501, 3.34065, -1.33091], [2.47378, 6.12143, 0.85573], [2.33615, 6.54844, 2.23890], [2.50268, 8.07951, 2.27883], [2.24394, 8.60766, 0.89953], [3.34683, 8.19574, -0.03830], [3.64698, 6.71182, 0.23680], [2.65228, 5.09849, -4.90529], [2.99197, 3.40288, -4.55705], [3.24810, 4.61910, -3.30999], [0.52932, 3.83788, -4.51520], [0.72933, 5.06257, -3.29348], [0.47359, 1.71329, -4.10078], [1.55198, 1.67086, 1.62853], [1.78060, 5.44772, -1.56012], [3.08336, 6.11003, 2.90695], [1.35116, 6.26268, 2.60469], [3.51653, 8.38463, 2.53196], [1.80844, 8.55528, 2.96755], [2.12231, 9.61906, 0.89887], [1.38053, 8.17618, 0.56168], [4.19857, 8.84271, 0.16439], [2.98670, 8.37873, -1.04916], [4.52678, 6.61694, 0.88580], [3.88066, 6.20454, -0.69509], [-4.04607, -5.36289, -1.12597], [-3.38078, -3.59989, -0.95513], [-3.02510, -3.11519, -2.77019], [-4.87520, -2.59039, -0.37389], [-2.00747, -3.29663, 0.33289], [-1.68181, -4.74641, 1.53287], [-0.12271, -4.62748, 2.58375], [-3.13868, -4.74640, 2.73664], [-1.53728, -6.47705, 0.78038], [-4.78716, -5.32599, -1.92837], [-4.55559, -5.70919, -0.22456], [-3.30229, -6.11076, -1.40093], [-3.73398, -2.34733, -3.08866], [-3.21737, -3.98829, -3.39858], [-2.01705, -2.77391, -3.00385], [-5.74474, -2.77788, -1.00666], [-4.68622, -1.51405, -0.38020], [-5.14030, -2.86689, 0.64829], [-2.65374, -2.69858, 0.99997], [-0.09423, -3.76059, 3.24394], [0.79945, -4.64628, 2.00366], [-0.12944, -5.51842, 3.21734], [-3.14878, -3.82255, 3.31944], [-3.07958, -5.58135, 3.43692], [-4.09522, -4.81867, 2.21482], [-0.79231, -6.53443, -0.01645], [-2.46814, -6.89745, 0.40877], [-1.18579, -7.12608, 1.58572]],
  "forces_ev_per_angstrom": [[0.15, -0.27, -0.84], [0.05, -0.08, -0.04], [-0.18, 0.03, 0.03], [0.10, 0.12, 0.81], [0.15, -0.25, -0.15], [0.13, -0.01, -0.05], [0.01, 0.03, 0.00], [0.01, 0.02, 0.08], [-0.12, 0.07, -0.12], [-0.15, 0.07, 0.24], [-0.08, 0.27, 0.33], [0.03, -0.14, -0.07], [-0.11, 0.03, 0.01], [0.20, -0.10, 0.01], [-0.08, 0.01, 0.08], [-0.08, 0.00, 0.00], [0.08, 0.04, 0.06], [-0.24, -0.24, -0.03], [0.34, 0.09, -0.25], [-0.16, -0.02, -0.10], [0.07, -0.08, -0.02], [0.01, 0.02, -0.03], [0.01, 0.02, -0.01], [0.01, -0.04, -0.06], [-0.10, 0.30, 0.19], [-0.06, 0.03, 0.02], [-0.01, 0.00, 0.01], [0.00, -0.01, 0.00], [0.04, -0.04, -0.04], [0.00, 0.01, 0.00], [0.00, -0.01, 0.00], [0.00, 0.00, -0.01], [0.15, 0.04, -0.03], [0.01, 0.01, 0.01], [-0.01, 0.01, 0.00], [0.00, 0.00, -0.01], [-0.03, 0.06, 0.03], [-0.01, 0.02, -0.02], [-0.04, 0.02, 0.02], [0.01, -0.02, 0.00], [0.00, -0.02, 0.02], [0.09, -0.07, 0.16], [-0.06, 0.20, 0.05], [0.02, 0.07, 0.04], [0.07, -0.18, -0.31], [-0.03, -0.14, -0.23], [-0.01, 0.07, -0.08], [0.03, 0.08, 0.00], [0.01, 0.10, -0.06], [0.01, -0.03, -0.08], [0.01, 0.01, 0.04], [-0.01, -0.14, 0.02], [-0.05, -0.10, 0.06], [0.02, 0.01, 0.04], [-0.07, 0.11, -0.12], [0.03, -0.01, 0.12], [-0.01, 0.04, 0.00], [-0.05, -0.03, -0.04], [0.00, 0.04, 0.04], [0.11, -0.01, -0.01], [0.00, 0.01, 0.00], [-0.01, -0.02, -0.01], [0.01, 0.00, 0.01], [0.04, 0.00, -0.01], [0.02, 0.00, -0.02], [-0.01, -0.02, 0.00], [0.00, -0.02, 0.01], [0.01, 0.04, -0.01], [-0.04, 0.01, -0.01], [0.01, -0.01, -0.01], [-0.02, -0.01, 0.03], [0.02, -0.03, 0.01], [0.02, 0.01, 0.01], [-0.01, 0.02, 0.00], [0.01, -0.02, -0.04], [0.02, -0.03, 0.00], [-0.01, 0.00, -0.01], [-0.01, 0.01, 0.00], [0.05, 0.15, 0.11], [-0.18, 0.05, 0.02], [-0.05, -0.11, 0.08], [0.18, -0.04, -0.08], [-0.28, -0.02, 0.24], [-0.02, -0.07, -0.04], [-0.20, 0.00, -0.04], [0.10, -0.02, -0.15], [0.05, 0.15, 0.04], [-0.06, -0.02, 0.00], [0.05, -0.02, 0.03], [0.04, 0.05, -0.05], [-0.01, 0.00, -0.01], [0.01, -0.03, -0.02], [0.00, 0.08, 0.05], [-0.03, -0.01, -0.04], [0.00, -0.07, 0.02], [-0.02, -0.05, 0.04], [0.11, 0.00, 0.13], [-0.01, 0.05, -0.03], [-0.01, -0.03, -0.02], [0.02, -0.01, 0.05], [0.01, 0.03, 0.01], [0.02, -0.03, 0.01], [-0.03, -0.01, -0.03], [0.01, 0.02, -0.03], [-0.05, 0.04, 0.00], [0.01, -0.05, 0.01]],
  "mulliken_charge": [1.24, -0.76, 0.10, 1.40, -0.22, -0.70, -0.86, -0.67, -0.88, 0.29, 1.12, -0.55, -0.76, 0.81, -0.69, -0.66, -1.34, -0.50, 0.55, 0.62, -0.67, -0.80, -1.41, -0.51, 0.97, 0.55, 0.41, 0.42, 0.53, 0.59, 0.44, 0.57, 0.13, 0.64, 0.46, 0.57, 0.69, -0.96, -1.05, 0.25, -0.05, 0.31, -0.20, -0.79, -0.56, 0.17, -0.36, 1.17, -0.40, 0.01, -0.35, -1.71, -0.57, -0.06, 0.29, -0.73, -0.68, -0.16, -0.75, -0.60, 0.40, 0.33, 0.26, 0.47, 0.43, 0.59, 0.71, 0.62, 0.43, 0.51, 0.36, 0.37, 0.33, 0.38, 0.38, 0.41, 0.31, 0.45, -1.61, 1.16, -1.42, -1.03, -0.59, 0.18, -0.99, -1.27, -1.20, 0.36, 0.33, 0.37, 0.35, 0.56, 0.34, 0.43, 0.23, 0.28, 0.29, 0.07, 0.22, 0.69, 0.33, 0.43, 0.31, 0.28, 0.38, 0.46],
  "e_above_lowest_kcal_mol": 0.0,
  "total_charge": 1,
  "spin_multiplicity": 2,
  "s2": 0.76
}


No. 3
{
  "formula": "C3H6N2OS",
  "method": "wB97M-V/def2-TZVPD",
  "species": ["C", "C", "C", "H", "H", "H", "H", "H", "H", "N", "N", "O", "S"],
  "positions_angstrom": [[0.84207, -0.15451, -0.07963], [-0.21709, 0.15879, 0.89186], [-1.68054, 0.43913, 0.22425], [2.27143, 0.91482, -1.17674], [0.11617, 1.63360, -1.23528], [2.02160, -1.59186, -0.55489], [0.14189, 0.94694, 1.57719], [0.00508, -0.69391, 1.42489], [-1.42912, -1.93003, -0.09654], [1.10476, 1.04513, -0.80410], [1.36375, -1.32257, 0.17500], [-2.16968, 1.51823, 0.08742], [-2.37032, -0.96374, -0.43344]],
  "forces_ev_per_angstrom": [[-0.38, 1.56, 0.27], [-1.83, 2.15, 0.24], [3.57, -0.52, 1.71], [-5.08, 1.33, 0.22], [4.59, -2.38, 1.37], [0.52, 0.05, 0.09], [-0.62, 0.34, -0.74], [-1.72, -2.17, 1.97], [-0.56, 1.07, -0.09], [2.23, -1.45, -2.06], [0.20, 1.56, -2.31], [-0.22, 0.69, 0.05], [-0.69, -2.24, -0.72]],
  "nbo_charge": [0.46, -0.61, 0.39, 0.42, 0.47, 0.34, 0.24, 0.26, 0.16, -0.91, -0.72, -0.55, 0.04],
  "e_above_lowest_kcal_mol": 94.1,
  "total_charge": 0
}


No. 4
{
  "formula": "C29H19Cl6O6P",
  "method": "wB97M-V/def2-TZVPD",
  "species": ["C", "C", "Cl", "C", "Cl", "C", "C", "C", "C", "C", "C", "C", "O", "C", "C", "C", "C", "C", "P", "O", "O", "O", "C", "O", "C", "O", "H", "H", "H", "H", "H", "H", "H", "H", "H", "H", "H", "Cl", "C", "C", "Cl", "C", "C", "C", "C", "H", "H", "H", "H", "Cl", "C", "C", "Cl", "C", "C", "C", "C", "H", "H", "H", "H"],
  "positions_angstrom": [[-1.66324, 3.38674, -3.91397], [-2.71359, 2.58141, -4.62351], [-2.84761, 2.88240, -6.32183], [-3.50645, 1.69255, -4.02794], [-4.69109, 0.77345, -4.87675], [-3.40193, 1.41248, -2.57395], [-3.79817, 2.37027, -1.64580], [-3.67663, 2.13359, -0.28348], [-3.14645, 0.92924, 0.14776], [-2.75833, -0.04325, -0.77767], [-2.89603, 0.19188, -2.13428], [-2.17216, -1.31015, -0.25514], [-2.36121, -2.39372, -0.76535], [-1.34435, -1.13450, 0.96999], [-1.72435, -0.16661, 1.90154], [-0.96810, 0.05375, 3.04129], [0.17586, -0.70158, 3.25258], [0.55786, -1.68730, 2.34410], [2.05418, -2.62465, 2.66798], [2.53886, -2.48526, 4.03701], [1.75686, -4.14350, 2.26415], [3.11068, -2.11516, 1.57688], [-0.20238, -1.89463, 1.19673], [0.23748, -2.78495, 0.25077], [-2.95161, 0.63862, 1.60014], [-3.72233, 0.99478, 2.45896], [-1.00666, 3.86361, -4.63900], [-1.04831, 2.76688, -3.26107], [-2.12049, 4.18698, -3.33197], [-4.19564, 3.32019, -1.98100], [-3.98954, 2.87740, 0.43686], [-2.59618, -0.55605, -2.85747], [-1.27275, 0.81527, 3.74610], [0.77953, -0.55411, 4.13881], [2.12512, -4.31190, 1.38683], [2.70508, -1.86722, 0.73548], [-0.46693, -3.42323, 0.06623], [-1.46236, 7.02462, -5.89339], [0.08245, 7.15161, -5.12918], [0.21464, 7.02059, -3.75263], [-1.16675, 6.72733, -2.75358], [1.46582, 7.11712, -3.16176], [2.58438, 7.34746, -3.94401], [2.45400, 7.47837, -5.31994], [1.20602, 7.37976, -5.91073], [1.55489, 7.01335, -2.08945], [3.55710, 7.42485, -3.47800], [3.32499, 7.65632, -5.93564], [1.09389, 7.47777, -6.98136], [3.54039, -9.14078, 7.89717], [3.25449, -8.22213, 6.45937], [2.32114, -8.63423, 5.51759], [1.39824, -10.08019, 5.74443], [2.11613, -7.87908, 4.37175], [2.83929, -6.71689, 4.16583], [3.76814, -6.30187, 5.11037], [3.97480, -7.05398, 6.25376], [1.38610, -8.20965, 3.64600], [2.67342, -6.12689, 3.27804], [4.32538, -5.38745, 4.95863], [4.69441, -6.73971, 6.99668]],
  "forces_ev_per_angstrom": [[0.05, 0.12, -0.11], [-0.04, -0.08, -0.08], [-0.04, 0.03, -0.02], [0.27, 0.15, 0.08], [-0.10, -0.11, -0.05], [-0.06, 0.00, 0.01], [0.03, 0.09, 0.14], [-0.12, -0.11, -0.10], [0.07, 0.00, 0.08], [0.00, 0.09, 0.02], [-0.13, -0.02, -0.08], [-0.08, -0.09, 0.05], [0.27, 0.09, -0.14], [-0.11, 0.07, 0.07], [0.12, -0.05, -0.06], [-0.08, -0.02, 0.05], [-0.08, -0.07, 0.03], [0.00, 0.06, -0.08], [0.23, 0.02, 0.49], [-0.08, 0.09, -0.05], [0.18, 0.20, -0.24], [-0.09, -0.09, -0.19], [-0.14, -0.06, -0.12], [0.19, -0.20, 0.37], [-0.13, -0.10, 0.06], [0.23, 0.26, -0.05], [-0.01, -0.04, -0.03], [-0.13, -0.01, 0.09], [0.06, -0.08, 0.05], [-0.01, -0.05, -0.10], [0.00, -0.03, 0.04], [-0.02, -0.07, 0.06], [-0.03, -0.03, 0.02], [0.02, -0.02, -0.01], [-0.20, -0.20, -0.01], [0.05, 0.00, -0.01], [-0.09, 0.26, -0.31], [0.00, -0.02, 0.00], [-0.02, -0.02, -0.06], [-0.01, -0.05, 0.02], [0.01, 0.11, 0.09], [0.06, 0.02, 0.00], [-0.01, 0.00, -0.05], [0.00, -0.01, 0.05], [0.06, 0.01, -0.01], [-0.04, -0.01, 0.01], [0.00, 0.00, 0.01], [0.00, 0.00, -0.01], [-0.04, 0.00, 0.00], [-0.01, 0.00, 0.00], [0.03, 0.01, 0.05], [-0.04, -0.03, -0.03], [0.01, 0.00, 0.00], [0.03, 0.04, -0.05], [0.06, -0.04, 0.09], [-0.02, -0.01, -0.02], [0.02, 0.05, -0.04], [-0.01, -0.04, 0.02], [-0.05, 0.01, 0.01], [-0.02, 0.01, 0.01], [-0.01, -0.03, 0.03]],
  "nbo_charge": [-0.66, -0.01, 0.02, -0.10, 0.04, -0.05, -0.18, -0.15, -0.14, -0.06, -0.16, 0.56, -0.52, -0.22, -0.07, -0.19, -0.13, -0.53, 2.37, -1.07, -0.98, -0.98, 0.42, -0.72, 0.55, -0.49, 0.24, 0.23, 0.24, 0.23, 0.24, 0.24, 0.24, 0.25, 0.51, 0.51, 0.52, 0.03, -0.07, -0.06, 0.02, -0.22, -0.20, -0.20, -0.21, 0.23, 0.22, 0.22, 0.23, 0.02, -0.07, -0.06, 0.02, -0.22, -0.20, -0.20, -0.21, 0.23, 0.23, 0.23, 0.23],
  "total_charge": 0,
  "total_energy_ev": -127092.9503
}


No. 5
{
  "formula": "H6N2",
  "method": "wB97M-V/def2-TZVPD",
  "species": ["N", "H", "H", "H", "N", "H", "H", "H"],
  "positions_angstrom": [[-5.32331, 6.12155, -2.21561], [-4.63415, 6.04991, -2.97095], [-4.93105, 6.75719, -1.51367], [-6.14904, 6.58457, -2.60855], [-4.08109, 10.39365, -1.66733], [-4.12239, 9.60957, -2.32622], [-5.02831, 10.52217, -1.29736], [-3.49316, 10.09331, -0.88326]],
  "forces_ev_per_angstrom": [[0.12, 0.48, -0.20], [-0.34, 0.05, 0.36], [-0.19, -0.30, -0.34], [0.41, -0.21, 0.19], [-0.18, -0.44, 0.22], [0.01, 0.37, 0.33], [0.46, -0.08, -0.17], [-0.30, 0.14, -0.38]],
  "nbo_charge": [-1.07, 0.36, 0.36, 0.36, -1.07, 0.36, 0.36, 0.36],
  "e_above_lowest_kcal_mol": 2.4,
  "total_charge": 0
}